C53H108As2F27N6O15S5 as an isolated structure at a distorted geometry, computed with ωB97M-V with the def2-TZVPD basis set.

Properties
HOMO	-6.5	eV
electronic energy	-12700.47605	hartree
charge	-1
frontier orbital gap	7.36	eV

Cartesian coordinates (Å):
C 12.049 24.020 13.899
C 13.296 23.156 13.596
C 12.940 21.843 12.955
N 14.095 21.378 12.021
C 15.384 20.984 12.741
C 14.291 22.409 10.882
C 14.357 21.709 9.506
C 14.314 20.181 9.790
C 13.550 20.212 11.191
H 11.545 24.237 12.958
H 12.413 24.911 14.411
H 11.467 23.522 14.674
H 14.013 23.065 14.411
H 13.909 23.800 12.965
H 12.112 22.044 12.275
H 12.773 21.031 13.663
H 16.069 20.447 12.085
H 15.043 20.291 13.510
H 15.819 21.928 13.070
H 15.278 22.793 11.141
H 13.593 23.243 10.948
H 15.167 21.913 8.805
H 13.360 21.906 9.112
H 15.294 19.709 9.871
H 13.793 19.585 9.040
H 13.782 19.229 11.600
H 12.517 20.487 10.978
C 13.891 19.955 17.337
C 13.886 18.602 16.497
C 14.657 17.409 17.075
N 14.572 16.132 16.207
C 13.175 15.471 16.359
C 15.750 15.170 16.688
C 16.033 14.251 15.545
C 15.858 15.125 14.267
C 14.915 16.254 14.696
H 13.253 19.910 18.220
H 13.419 20.748 16.756
H 14.887 20.289 17.628
H 14.179 18.936 15.501
H 12.847 18.310 16.342
H 14.357 17.077 18.070
H 15.695 17.741 17.050
H 13.282 14.960 17.316
H 13.078 14.791 15.513
H 12.361 16.196 16.353
H 15.382 14.708 17.604
H 16.642 15.750 16.922
H 15.237 13.509 15.477
H 17.032 13.821 15.620
H 15.449 14.556 13.432
H 16.806 15.611 14.038
H 13.976 16.422 14.168
H 15.498 17.175 14.730
C 18.191 21.187 16.979
C 19.411 20.388 17.380
C 19.298 18.912 17.015
N 20.502 17.971 17.251
C 20.125 16.558 16.681
C 20.851 17.954 18.797
C 22.355 17.700 18.853
C 22.920 18.530 17.672
C 21.797 18.479 16.563
H 17.351 20.705 17.480
H 18.043 21.162 15.900
H 18.308 22.197 17.372
H 19.510 20.365 18.465
H 20.260 20.914 16.942
H 18.902 18.730 16.016
H 18.586 18.546 17.755
H 19.839 16.699 15.639
H 19.293 16.209 17.293
H 21.008 15.955 16.893
H 20.152 17.295 19.311
H 20.717 18.947 19.226
H 22.570 16.631 18.826
H 22.660 18.087 19.825
H 23.903 18.141 17.403
H 23.052 19.558 18.008
H 22.164 17.731 15.860
H 21.701 19.449 16.076
C 21.134 13.978 19.438
C 19.702 13.558 19.025
C 19.537 12.015 19.154
N 18.118 11.358 18.767
C 17.628 12.063 17.497
C 17.125 11.461 19.993
C 16.237 10.231 19.836
C 17.135 9.154 19.387
C 18.310 9.801 18.581
H 21.482 13.524 20.366
H 21.206 15.043 19.660
H 21.907 13.753 18.704
H 19.529 13.872 17.996
H 18.915 13.953 19.668
H 19.863 11.565 20.092
H 20.048 11.386 18.425
H 18.391 12.054 16.718
H 17.471 13.120 17.709
H 16.688 11.595 17.205
H 16.632 12.426 19.879
H 17.767 11.559 20.869
H 15.584 10.394 18.979
H 15.539 9.950 20.625
H 16.732 8.304 18.838
H 17.619 8.778 20.289
H 18.165 9.659 17.510
H 19.260 9.563 19.061
C 25.589 14.642 12.451
C 24.090 15.032 12.476
C 23.193 13.797 12.222
N 21.713 14.177 12.062
C 21.499 14.936 10.707
C 21.186 14.898 13.318
C 19.812 14.264 13.739
C 19.504 13.190 12.713
C 20.839 12.911 12.006
H 26.307 15.458 12.528
H 25.789 14.104 11.524
H 25.832 13.921 13.231
H 23.981 15.869 11.787
H 23.789 15.415 13.451
H 23.344 12.989 12.938
H 23.449 13.338 11.266
H 22.229 15.745 10.728
H 20.465 15.274 10.640
H 21.528 14.274 9.842
H 21.021 15.922 12.983
H 21.891 14.828 14.146
H 19.055 15.049 13.717
H 19.747 13.863 14.750
H 18.887 13.606 11.917
H 19.000 12.307 13.107
H 20.869 12.370 11.060
H 21.365 12.228 12.674
C 14.933 16.702 10.044
C 13.737 15.629 9.937
C 13.492 14.726 11.192
N 12.627 13.493 11.016
C 13.290 12.398 10.168
C 11.225 13.835 10.271
C 10.236 12.744 10.705
C 10.595 12.534 12.213
C 12.119 12.961 12.405
H 14.856 17.372 10.900
H 15.023 17.155 9.057
H 15.827 16.150 10.335
H 14.002 14.929 9.144
H 12.798 16.101 9.649
H 12.951 15.348 11.904
H 14.480 14.392 11.511
H 14.271 12.087 10.528
H 13.432 12.755 9.148
H 12.579 11.587 10.321
H 11.415 13.886 9.199
H 10.868 14.758 10.728
H 10.268 11.887 10.032
H 9.193 12.949 10.467
H 10.382 11.539 12.604
H 9.970 13.194 12.814
H 12.752 12.095 12.597
H 12.137 13.772 13.134
As 15.414 10.521 13.811
F 16.164 9.768 12.405
F 16.937 11.000 14.593
F 14.505 11.223 15.157
F 13.739 9.991 13.130
F 15.507 8.940 14.704
F 15.298 12.076 12.893
As 17.948 12.247 9.015
F 17.941 11.391 10.643
F 16.504 11.353 8.483
F 18.011 12.985 7.405
F 19.298 13.198 9.574
F 18.958 10.938 8.372
F 16.885 13.523 9.731
C 15.586 17.576 20.904
F 14.836 16.481 20.662
F 15.328 18.698 20.186
F 15.491 17.860 22.214
S 17.373 16.948 20.465
O 17.429 16.442 19.068
O 18.310 18.025 20.705
O 17.577 15.808 21.336
C 11.816 13.392 19.387
F 11.538 13.479 18.090
F 12.111 14.618 19.944
F 10.764 12.865 20.061
S 13.402 12.227 19.620
O 13.679 12.027 21.058
O 13.046 10.994 18.937
O 14.472 12.976 18.930
C 19.077 19.874 12.591
F 19.674 19.445 11.477
F 20.032 19.997 13.548
F 18.429 21.055 12.427
S 17.872 18.416 13.185
O 16.941 18.275 12.062
O 18.766 17.318 13.463
O 17.232 18.952 14.382
C 23.420 11.451 16.976
F 24.198 10.473 16.671
F 23.216 11.519 18.327
F 23.910 12.558 16.516
S 21.703 11.169 16.090
O 22.032 10.923 14.649
O 21.124 9.986 16.745
O 20.871 12.355 16.280
C 9.831 18.364 13.629
F 8.769 17.527 13.544
F 9.588 19.458 12.927
F 9.973 18.750 14.919
S 11.428 17.511 13.066
O 12.521 18.380 13.398
O 11.468 16.205 13.693
O 11.318 17.361 11.562